(one)
The following is a DFT calculation (ωB97M-V with the def2-TZVPD basis set) of an isolated ion of composition C8H13N2 and charge +1.

Cartesian coordinates (Å):
C (-1.28, 0.32, -0.62)
C (-2.87, -2.86, -0.92)
C (-2.38, -1.69, -0.86)
C (0.22, -1.51, -0.14)
C (-0.72, 2.79, 0.42)
C (2.56, -0.61, 0.46)
C (-1.32, 1.86, -0.73)
C (1.56, -1.81, 0.44)
N (-0.07, -0.20, -0.27)
N (-2.26, -0.46, -0.82)
H (-3.74, -3.04, -1.42)
H (-2.23, -3.76, -0.80)
H (-1.07, 2.47, 1.37)
H (-0.97, 3.80, 0.31)
H (0.37, 2.66, 0.21)
H (2.97, -0.29, -0.47)
H (3.45, -0.99, 0.95)
H (2.16, 0.29, 1.02)
H (-2.48, 2.19, -0.74)
H (-0.98, 2.10, -1.76)
H (1.39, -1.97, 1.45)
H (2.11, -2.76, 0.07)
H (0.74, 0.46, 0.01)

The spin multiplicity is 1. As for the charge: +1. The frontier orbital gap comes out at 7.99 eV.

(two)
The following is a DFT calculation (ωB97M-V with the def2-TZVPD basis set) of C8H13N2 as an isolated structure.

Cartesian coordinates (Å):
C (0.51, -0.28, -0.77)
C (0.14, 2.10, -1.48)
C (-2.39, 0.22, 1.04)
C (-1.13, -0.22, 1.08)
C (2.70, -0.50, -2.05)
C (-2.52, 0.33, 2.48)
C (1.52, -1.22, -1.34)
C (-0.99, -0.15, 2.49)
N (-0.18, -0.81, 0.27)
N (0.40, 0.95, -1.10)
H (0.63, 3.06, -1.20)
H (-0.81, 2.25, -2.16)
H (3.43, -1.16, -2.67)
H (3.26, 0.03, -1.31)
H (2.38, 0.15, -2.88)
H (-3.08, 0.49, 0.12)
H (-2.63, 1.31, 2.84)
H (-3.24, -0.43, 3.01)
H (1.06, -1.89, -2.08)
H (1.86, -2.03, -0.65)
H (-0.73, -1.17, 2.90)
H (-0.36, 0.66, 2.81)
H (0.20, -1.70, 0.64)

The spin multiplicity is 1. As for the charge: +1. The frontier orbital gap comes out at 8.82 eV.

Tell me which of them is the least stable. Sure, it is (one).

(one)
The following is a DFT calculation (ωB97M-V with the def2-TZVPD basis set) of a 2-piece molecular cluster, CF3NOS overall.

Cartesian coordinates (Å):
C (2.28, 0.39, -0.61)
N (1.61, -0.48, -0.28)
O (-1.14, 0.80, 0.01)
F (3.11, 1.25, -0.99)
F (-2.45, -1.25, -0.52)
F (-2.09, -0.22, 1.93)
S (-1.32, -0.48, 0.46)

The spin multiplicity is 1. As for the charge: 0. The frontier orbital gap comes out at 12.08 eV.

(two)
The following is a DFT calculation (ωB97M-V with the def2-TZVPD basis set) of one molecule with the formula CF3NOS.

Cartesian coordinates (Å):
C (-0.99, 0.17, -0.28)
N (0.55, -0.78, -0.01)
O (2.86, -0.76, 0.72)
F (-0.87, 0.99, -1.28)
F (-2.07, -0.54, -0.52)
F (-1.22, 0.79, 0.85)
S (1.74, 0.13, 0.52)

The spin multiplicity is 1. As for the charge: 0. The frontier orbital gap (spin up / spin down) comes out at 10.01 / 10.01 eV.

Tell me which of them is the least stable. Sure, it is (two).

(one)
The following is a DFT calculation (ωB97M-V with the def2-TZVPD basis set) of C19H20BN8OPdS4 as an isolated structure.

Cartesian coordinates (Å):
Pd (-0.59, 0.69, -1.65)
C (-2.89, 2.79, 0.17)
C (-2.09, 1.80, 0.95)
C (-1.77, 1.75, 2.31)
C (-0.98, 0.63, 2.45)
N (-0.85, 0.04, 1.25)
N (-1.55, 0.75, 0.35)
B (-0.08, -1.26, 0.86)
N (1.23, -0.89, 0.10)
C (2.51, -0.93, 0.53)
C (3.33, -0.53, -0.50)
C (2.47, -0.24, -1.56)
C (2.74, 0.27, -2.93)
N (1.22, -0.49, -1.18)
N (-0.98, -1.99, -0.17)
C (-1.55, -3.20, -0.23)
C (-2.25, -3.31, -1.41)
C (-2.06, -2.08, -2.06)
C (-2.57, -1.60, -3.37)
N (-1.29, -1.32, -1.29)
N (0.29, -2.00, 2.13)
C (0.05, -3.21, 2.69)
C (0.70, -3.27, 3.90)
C (1.32, -2.02, 4.03)
C (2.17, -1.48, 5.13)
N (1.07, -1.28, 2.96)
H (-3.62, 3.28, 0.80)
H (-3.38, 2.28, -0.66)
H (-2.23, 3.55, -0.24)
H (-2.06, 2.45, 3.07)
H (-0.49, 0.24, 3.32)
H (2.75, -1.21, 1.54)
H (4.40, -0.44, -0.49)
H (3.74, -0.01, -3.26)
H (2.67, 1.36, -2.95)
H (2.00, -0.13, -3.62)
H (-1.45, -3.92, 0.55)
H (-2.82, -4.15, -1.76)
H (-3.17, -2.38, -3.84)
H (-1.73, -1.35, -4.03)
H (-3.18, -0.70, -3.24)
H (-0.54, -3.97, 2.22)
H (0.71, -4.09, 4.59)
H (2.29, -2.21, 5.92)
H (1.72, -0.57, 5.53)
H (3.15, -1.21, 4.74)
O (1.13, 7.16, -3.57)
C (0.85, 6.05, -3.22)
S (1.40, 5.34, -1.69)
C (0.62, 3.78, -1.89)
C (-0.10, 3.59, -3.04)
S (-0.94, 2.15, -3.42)
S (-0.15, 4.94, -4.17)
S (0.79, 2.58, -0.68)

The spin multiplicity is 2. As for the charge: 0. The frontier orbital gap (spin up / spin down) comes out at 5.26 / 5.78 eV.

(two)
The following is a DFT calculation (ωB97M-V with the def2-TZVPD basis set) of C19H20BN8OPdS4 as an isolated structure.

Cartesian coordinates (Å):
Pd (0.47, -1.09, 1.49)
C (-0.55, -4.25, 0.25)
C (-0.80, -3.04, -0.58)
C (-1.41, -2.96, -1.84)
C (-1.43, -1.62, -2.15)
N (-0.87, -0.94, -1.14)
N (-0.47, -1.81, -0.19)
B (-0.60, 0.59, -1.00)
N (0.90, 0.85, -1.10)
C (1.67, 0.77, -2.20)
C (2.98, 0.81, -1.81)
C (2.93, 0.90, -0.40)
C (4.05, 0.92, 0.58)
N (1.67, 0.92, 0.02)
N (-1.16, 1.05, 0.37)
C (-2.03, 2.05, 0.60)
C (-2.40, 2.01, 1.93)
C (-1.72, 0.91, 2.47)
C (-1.77, 0.38, 3.86)
N (-0.99, 0.35, 1.52)
N (-1.33, 1.35, -2.10)
C (-0.98, 2.53, -2.67)
C (-2.07, 3.01, -3.35)
C (-3.08, 2.04, -3.13)
C (-4.49, 2.03, -3.64)
N (-2.64, 1.06, -2.36)
H (0.41, -4.70, 0.02)
H (-1.32, -4.99, 0.07)
H (-0.55, -4.00, 1.31)
H (-1.80, -3.78, -2.42)
H (-1.83, -1.10, -3.00)
H (1.23, 0.69, -3.18)
H (3.86, 0.79, -2.43)
H (4.46, -0.08, 0.73)
H (3.71, 1.30, 1.54)
H (4.87, 1.56, 0.23)
H (-2.33, 2.71, -0.20)
H (-3.08, 2.67, 2.44)
H (-2.76, 0.53, 4.28)
H (-1.05, 0.90, 4.50)
H (-1.53, -0.68, 3.88)
H (0.01, 2.93, -2.55)
H (-2.13, 3.91, -3.93)
H (-5.01, 2.95, -3.36)
H (-5.02, 1.18, -3.22)
H (-4.51, 1.96, -4.72)
O (6.38, -2.07, 4.63)
C (5.33, -1.91, 4.09)
S (4.80, -2.86, 2.68)
C (3.24, -2.10, 2.51)
C (2.94, -1.08, 3.41)
S (1.47, -0.26, 3.38)
S (4.14, -0.68, 4.59)
S (2.18, -2.60, 1.30)

The spin multiplicity is 2. As for the charge: 0. The frontier orbital gap (spin up / spin down) comes out at 7.73 / 6.51 eV.

Tell me which of them is the least stable. Sure, it is (one).